{
  "formula": "C47H41N7O3PS2Sn",
  "method": "the ωB97M-V functional and the def2-TZVPD basis",
  "e_above_lowest_ev": 2.540,
  "fmax_ev_per_a": 2.5,
  "total_charge": 3,
  "energy_ha": -3775.90991,
  "orbital_gap_ev": 1.77,
  "symbols": ["Sn", "C", "O", "C", "C", "C", "C", "C", "C", "C", "N", "C", "C", "N", "C", "C", "C", "C", "N", "C", "C", "N", "C", "C", "C", "C", "H", "H", "H", "H", "H", "H", "H", "H", "H", "H", "H", "H", "H", "H", "C", "C", "C", "C", "N", "C", "C", "C", "C", "C", "C", "N", "H", "H", "H", "H", "H", "H", "H", "H", "O", "C", "C", "N", "C", "C", "C", "O", "H", "H", "H", "H", "H", "H", "H", "H", "H", "S", "P", "S", "C", "C", "C", "C", "C", "C", "C", "C", "C", "C", "C", "C", "H", "H", "H", "H", "H", "H", "H", "H", "H", "H"],
  "positions_angstrom": [[0.268, -0.174, -0.192], [-12.276, -7.041, -0.389], [-11.709, -6.192, -1.365], [-10.544, -5.609, -1.186], [-10.118, -4.762, -2.240], [-8.931, -4.088, -2.158], [-8.110, -4.230, -1.023], [-8.525, -5.085, 0.016], [-9.714, -5.763, -0.055], [-6.872, -3.527, -0.874], [-6.095, -3.614, 0.193], [-5.048, -2.806, -0.033], [-5.177, -2.187, -1.293], [-6.343, -2.662, -1.803], [-4.217, -1.282, -1.805], [-4.337, -0.576, -3.013], [-3.315, 0.257, -3.403], [-2.185, 0.353, -2.593], [-2.057, -0.282, -1.445], [-3.051, -1.074, -1.019], [-2.918, -1.691, 0.284], [-1.816, -1.409, 0.997], [-1.692, -1.908, 2.209], [-2.651, -2.722, 2.813], [-3.780, -3.051, 2.097], [-3.926, -2.536, 0.803], [-13.236, -7.345, -0.801], [-12.435, -6.510, 0.554], [-11.655, -7.925, -0.222], [-10.759, -4.666, -3.101], [-8.638, -3.448, -2.975], [-7.877, -5.187, 0.871], [-10.006, -6.411, 0.756], [-6.750, -2.421, -2.691], [-5.226, -0.677, -3.616], [-3.378, 0.825, -4.317], [-1.350, 0.976, -2.876], [-0.780, -1.640, 2.724], [-2.504, -3.079, 3.819], [-4.558, -3.682, 2.498], [2.101, -2.019, -4.216], [2.676, -0.985, -4.940], [2.700, 0.284, -4.388], [2.135, 0.500, -3.131], [1.599, -0.512, -2.435], [1.592, -1.730, -2.961], [2.056, 1.844, -2.525], [2.702, 2.953, -3.075], [2.544, 4.194, -2.481], [1.757, 4.297, -1.346], [1.162, 3.145, -0.857], [1.299, 1.955, -1.426], [2.052, -3.018, -4.620], [3.095, -1.163, -5.919], [3.149, 1.092, -4.938], [1.146, -2.501, -2.339], [3.326, 2.864, -3.949], [3.024, 5.065, -2.904], [1.608, 5.250, -0.865], [0.531, 3.159, 0.025], [-2.586, 2.036, 1.380], [-1.685, 1.583, 0.898], [3.915, -4.552, 1.580], [3.310, -3.286, 1.226], [4.153, -2.111, 1.139], [2.019, -3.184, 0.963], [1.161, -4.413, 1.035], [1.507, -2.080, 0.664], [4.943, -4.388, 1.893], [3.915, -5.232, 0.725], [3.375, -5.026, 2.399], [5.196, -2.406, 1.165], [3.956, -1.430, 1.968], [3.959, -1.574, 0.211], [1.652, -5.286, 0.613], [0.239, -4.215, 0.492], [0.909, -4.633, 2.071], [2.689, 1.264, 2.645], [1.658, 1.736, 4.323], [0.100, 1.172, 3.148], [1.959, 0.621, 5.725], [2.853, 1.003, 6.722], [3.164, 0.105, 7.730], [2.578, -1.153, 7.753], [1.665, -1.511, 6.773], [1.357, -0.631, 5.752], [1.651, 3.481, 4.792], [0.615, 3.923, 5.611], [0.607, 5.238, 6.032], [1.612, 6.102, 5.626], [2.619, 5.663, 4.778], [2.654, 4.342, 4.364], [3.294, 1.991, 6.704], [3.865, 0.385, 8.502], [2.821, -1.853, 8.540], [1.186, -2.479, 6.802], [0.644, -0.905, 4.987], [-0.175, 3.245, 5.898], [-0.176, 5.594, 6.683], [1.608, 7.121, 5.981], [3.376, 6.359, 4.449], [3.440, 3.968, 3.721]]
}